# 1
Molecular formula: C36H59N5O14
Method: DFT, ωB97M-V/def2-TZVPD

```
! wB97M-V def2-TZVPD RIJCOSX def2/J DEFGRID3
* xyz 0 1
C 3.02422 0.15648 -0.04884
C 2.83562 -1.17423 0.65186
O 1.45726 -1.53667 0.65628
C 0.78181 -1.47961 1.86836
C -0.76438 -1.78998 1.73402
O 1.33328 -1.33114 2.97426
H 2.18999 0.75326 0.31994
H 3.04193 0.09905 -1.13718
H 3.89059 0.73880 0.26487
H 3.41295 -1.90965 0.09156
H 3.25237 -1.13640 1.65834
H -1.20538 -0.82467 1.48542
H -0.99332 -2.06749 2.76294
H -1.07601 -2.65722 1.15189
O -0.91510 -7.19660 11.01512
C -0.07240 -6.39827 10.81494
O 0.24690 -5.42661 11.75349
C 1.41577 -4.87033 11.37525
C 1.35981 -4.97431 9.87175
O 0.67757 -6.24125 9.73204
H 1.45331 -3.82935 11.69629
H 2.28732 -5.37644 11.79040
H 2.36145 -5.11351 9.46503
H 0.72302 -4.20485 9.43525
O 10.07906 3.74393 -4.46086
C 9.07178 4.40671 -4.49849
O 8.37594 4.78508 -5.61297
C 7.39553 5.72355 -5.34390
C 7.74544 6.10021 -3.91079
O 8.52160 5.03817 -3.41481
H 7.48226 6.51339 -6.09005
H 6.36929 5.37131 -5.44806
H 6.80929 6.07882 -3.35288
H 8.12782 7.11904 -3.84856
O -8.79168 -9.99340 -3.61036
C -8.92965 -9.23008 -2.68211
O -10.06645 -8.41375 -2.59047
C -10.01327 -7.80918 -1.34716
C -8.54840 -7.91417 -0.86758
O -8.05030 -8.97711 -1.74317
H -10.28298 -6.75332 -1.36997
H -10.71805 -8.41092 -0.77331
H -8.42150 -8.13696 0.19184
H -8.01004 -6.99177 -1.08536
O 0.11550 2.11506 11.08511
C 0.62438 2.65628 10.11762
O 1.79097 3.34280 10.07297
C 2.08736 3.62031 8.77791
C 0.73011 3.48180 8.05449
O 0.18973 2.43903 8.86277
H 2.45676 4.64394 8.71595
H 2.83426 3.07396 8.20196
H 0.84748 3.19559 7.00931
H 0.06899 4.33393 8.21225
C -9.16131 1.46014 0.42016
C -9.99134 0.83434 1.57670
C -10.34947 1.91574 2.61769
C -9.14230 2.50854 3.11956
N -8.18125 2.96991 3.43546
H -9.61665 2.18651 -0.25301
H -8.61245 0.62360 -0.01235
H -8.32752 2.08758 0.73512
H -9.36655 0.06777 2.03504
H -10.91745 0.34383 1.27697
H -10.94205 1.42723 3.39119
H -10.95440 2.68365 2.13554
C 5.51531 -1.80575 -8.33519
C 6.42788 -2.79478 -9.08024
C 7.55345 -3.33469 -8.18115
C 7.09621 -4.17345 -7.03811
N 6.82294 -4.76947 -6.10415
H 5.04319 -2.30384 -7.48838
H 4.71991 -1.44285 -8.98615
H 6.05387 -0.94620 -7.93617
H 7.02346 -2.34456 -9.87439
H 5.89976 -3.55787 -9.65197
H 8.05310 -2.49030 -7.70632
H 8.36079 -3.87698 -8.67331
C 1.14142 -8.33355 -3.47152
C 0.02932 -7.27424 -3.21497
C -0.91403 -7.21006 -4.37040
C -2.04271 -6.28189 -4.35336
N -2.85929 -5.42253 -4.37828
H 0.81060 -9.24903 -2.98103
H 2.05553 -8.04467 -2.95283
H 1.28744 -8.56640 -4.52630
H 0.51125 -6.30239 -3.10849
H -0.54210 -7.41378 -2.29733
H -1.37093 -8.19800 -4.42814
H -0.46735 -7.07291 -5.35516
C 5.98474 11.50356 3.84646
C 5.31905 11.54194 2.50506
C 3.99918 10.76395 2.29632
C 4.07065 9.33521 2.44979
N 4.17114 8.15551 2.59443
H 6.20818 10.52662 4.27514
H 5.42387 12.12392 4.54552
H 6.90402 12.08799 3.88455
H 6.04636 11.14935 1.79443
H 5.15441 12.59943 2.29844
H 3.63023 10.87439 1.27662
H 3.27259 11.21579 2.97160
C -2.91138 2.38178 -4.18994
C -4.04414 3.20551 -4.66016
C -5.13826 2.68588 -5.72276
C -6.18230 3.70943 -5.88774
N -6.95799 4.54979 -6.02887
H -2.26324 2.01525 -4.98598
H -3.17169 1.49589 -3.61069
H -2.32355 3.04291 -3.55319
H -3.52527 4.08721 -5.03630
H -4.71205 3.58947 -3.88910
H -5.45346 1.82372 -5.13503
H -4.75716 2.27561 -6.65792
*
```

The value obtained for the LUMO energy is 0.39 eV. The value obtained for the largest force on an atom is 5.69 eV Å⁻¹. For the energy above the lowest of the compared OMol25 structures with the same formula, charge and spin, the calculation gives 72.9 kcal/mol. Its highest occupied orbital energy is -10.583 eV.

---

# 2
Molecular formula: C36H59N6O4S2SiTi
Method: DFT, ωB97M-V/def2-TZVPD

```
! wB97M-V def2-TZVPD RIJCOSX def2/J DEFGRID3
* xyz 3 1
Ti 0.67457 -0.21402 -1.05171
C -4.04447 2.08470 1.30796
C -2.69581 2.67755 1.66899
C -2.60362 2.96825 3.15612
C -2.42143 3.93291 0.85733
O -1.63799 1.66714 1.29888
Si -1.24561 0.39633 2.27241
S 0.07210 -0.84875 0.96212
O -0.28069 0.87561 3.45148
C 0.07724 0.33190 4.77381
C 0.59465 -1.08363 4.58626
C 1.16083 1.25325 5.30531
C -1.14924 0.36866 5.66721
O -2.45266 -0.49860 2.77351
C -3.32826 -1.64160 2.52925
C -4.53793 -1.44082 3.42332
C -3.71225 -1.65236 1.06234
C -2.56331 -2.89623 2.91327
H -4.82103 2.83623 1.45367
H -4.27995 1.22949 1.93856
H -4.06953 1.77251 0.26082
H -3.37246 3.69435 3.41984
H -1.63136 3.38299 3.42363
H -2.78607 2.07339 3.75555
H -1.37044 4.20774 0.88426
H -2.98484 4.76398 1.28064
H -2.74432 3.83894 -0.18041
H 1.45156 -1.09129 3.90713
H -0.18262 -1.73873 4.18690
H 0.91899 -1.49192 5.54316
H 2.05093 1.22384 4.67505
H 1.44820 0.94874 6.31124
H 0.79664 2.27967 5.35382
H -1.95692 -0.24423 5.26794
H -1.50665 1.39144 5.79047
H -0.88471 -0.01366 6.65357
H -5.08286 -0.53603 3.15294
H -4.23464 -1.36644 4.46719
H -5.21626 -2.28849 3.32525
H -4.24267 -0.74098 0.78699
H -4.36192 -2.50332 0.85493
H -2.81694 -1.74616 0.44592
H -2.28984 -2.86930 3.96805
H -1.65537 -3.00100 2.31441
H -3.18489 -3.77648 2.74803
C 2.82975 1.30703 1.59623
N 1.86124 2.07966 0.81319
C 1.23864 3.06400 1.71372
C 2.52250 2.84345 -0.23723
C 3.25494 1.99425 -1.22788
N 2.39800 1.09012 -2.05702
C 3.38159 0.28350 -2.83379
C 1.67266 1.93034 -3.04804
H 3.61359 1.94800 2.02116
H 3.31129 0.54699 0.97823
H 2.30745 0.80906 2.41238
H 0.58417 3.71577 1.14025
H 2.00943 3.69124 2.17937
H 0.67140 2.56707 2.49325
H 3.25092 3.54915 0.18986
H 1.76817 3.45539 -0.73532
H 4.00840 1.37760 -0.74033
H 3.79319 2.65047 -1.91899
H 4.16313 0.94425 -3.21504
H 2.90497 -0.18432 -3.68866
H 3.84881 -0.46139 -2.19261
H 2.38976 2.39263 -3.73119
H 1.11451 2.71318 -2.54545
H 0.99116 1.31659 -3.63778
N 2.27077 -2.95344 -3.94480
C 2.17297 -2.31925 -5.22202
C 3.07941 -2.61724 -6.22066
C 3.00775 -1.91907 -7.42080
C 2.06851 -0.91426 -7.59742
C 1.17664 -0.60210 -6.57752
C 1.22104 -1.32788 -5.39801
S -0.00437 -1.14189 -4.14845
N 0.96990 -1.43622 -2.73733
C 1.88002 -2.37638 -2.81058
C 2.54549 -2.72724 -1.53657
C 3.35697 -3.82937 -1.37201
C 3.95089 -4.04219 -0.13271
C 3.70395 -3.13974 0.88141
C 2.85490 -2.07004 0.63754
N 2.27862 -1.85240 -0.54794
H 2.96738 -3.68055 -3.87946
H 3.83075 -3.38477 -6.07651
H 3.69837 -2.16055 -8.21679
H 2.02261 -0.37342 -8.53234
H 0.43402 0.17341 -6.71605
H 3.52509 -4.53998 -2.16978
H 4.58889 -4.90117 0.02723
H 4.14389 -3.25780 1.86157
H 2.61175 -1.37331 1.42465
O -0.42009 1.52388 -1.00509
C -1.60554 1.64456 -1.81644
C -2.16008 0.27297 -2.05072
C -3.40143 0.04445 -2.61624
C -3.82913 -1.26318 -2.77284
C -3.00669 -2.30261 -2.35198
C -1.77709 -1.99741 -1.81679
N -1.35142 -0.72699 -1.68288
H -0.68961 1.72840 -0.05196
H -1.33689 2.14396 -2.74798
H -2.32943 2.25964 -1.28904
H -4.02371 0.87700 -2.91782
H -4.79718 -1.47097 -3.20951
H -3.31369 -3.33488 -2.44052
H -1.10002 -2.77158 -1.48058
*
```

The value obtained for the LUMO energy is -9.52 eV. The value obtained for the largest force on an atom is 0.31 eV Å⁻¹. For the energy above the lowest of the compared OMol25 structures with the same formula, charge and spin, the calculation gives 0.5 kcal/mol. Its highest occupied orbital energy is -15.987 eV.

---

Which of these has the lowest energy above the lowest of the compared OMol25 structures with the same formula, charge and spin? C36H59N6O4S2SiTi

---

Which of these has the lowest highest occupied orbital energy? C36H59N6O4S2SiTi

---

Among the records above, which one has the lowest LUMO energy? C36H59N6O4S2SiTi

---

Among the records above, which one has the highest highest occupied orbital energy? C36H59N5O14